This record from the OMol25 dataset describes the molecule C6H9FN2. The level of theory is ωB97M-V with the def2-TZVPD basis set.

As for the HOMO energy (alpha / beta): -7.13 / -7.13 eV. The calculation puts the energy above the lowest of the compared OMol25 structures with the same formula, charge and spin at 234.49 kJ/mol. The value obtained for the frontier orbital gap (alpha / beta) is 7.6384 / 7.6389 eV. As for the max |F|: 3.67 eV Å⁻¹.

Positions of all 18 atoms, in Å:
C: -0.745 -1.065 1.327
C: -1.011 -2.357 1.531
C: -1.392 -0.194 0.295
C: -0.320 0.400 -0.645
C: 0.531 1.420 0.050
C: 1.911 1.710 -0.439
N: 0.214 -0.476 2.137
N: 0.869 0.493 1.999
F: -0.178 2.542 0.370
H: -0.472 -2.925 2.270
H: -1.748 -2.876 0.944
H: -2.102 -0.781 -0.284
H: -1.924 0.626 0.780
H: 0.319 -0.397 -1.025
H: -0.829 0.868 -1.495
H: 1.893 1.984 -1.499
H: 2.548 0.835 -0.316
H: 2.333 2.537 0.130

Cartesian forces (eV/Å) of the 6 atoms listed first:
-1.22 -0.53 -1.18
0.13 0.39 -0.11
0.32 0.00 -0.02
-0.11 0.33 0.18
0.30 -1.52 2.29
-0.30 0.12 0.09